An isolated molecule of C6H6. Source: the OMol25 dataset; level of theory: the ωB97M-V functional and the def2-TZVPD basis.

Structure (XYZ):
```
12
Properties=species:S:1:pos:R:3:mulliken_charge:R:1
C 0.354 -2.127 -1.710 -1.007
C 0.224 -0.675 -1.660 0.247
C 0.088 0.484 -1.345 0.089
C -0.097 1.490 -0.406 -0.181
C -0.242 1.764 0.764 0.118
C -0.361 1.506 2.195 -0.878
H 1.279 -2.427 -1.206 0.262
H 0.353 -2.534 -2.722 0.292
H -0.482 -2.570 -1.154 0.259
H -1.293 1.870 2.630 0.273
H 0.493 1.876 2.768 0.272
H -0.360 0.410 2.260 0.252
```

Summary:
Structure (SMILES) = CC#CC#CC
Net charge = 0

***

C16H21Br3FO7Pb as an isolated structure. Source: the OMol25 dataset; level of theory: the ωB97M-V functional and the def2-TZVPD basis.

Structure (XYZ):
```
49
Properties=species:S:1:pos:R:3:mulliken_charge:R:1
Pb -4.683 1.500 -0.099 1.326
C -1.505 -0.008 0.318 -0.218
O -2.334 1.129 0.199 -0.561
H -0.654 0.179 0.975 -0.233
H -2.144 -0.801 0.714 0.453
H -1.099 -0.424 -0.608 0.280
C -0.027 3.149 -2.109 -1.223
C 0.290 3.709 -0.719 0.527
C 0.825 2.643 0.259 0.234
O 2.150 3.012 0.609 -0.360
C 2.434 4.186 -0.023 0.501
O 3.484 4.746 -0.062 -0.518
O 1.402 4.530 -0.797 -0.372
H -0.515 2.180 -1.994 0.241
H 0.849 3.015 -2.742 0.371
H -0.704 3.818 -2.644 0.350
H -0.574 4.077 -0.164 0.244
H 0.769 1.629 -0.137 0.037
H 0.087 2.667 1.064 -0.117
C 1.545 -1.678 2.971 -1.307
C 2.355 -0.531 2.429 1.264
C 3.830 -0.524 2.875 -0.426
O 4.614 -0.208 1.726 -0.337
C 3.796 -0.420 0.641 0.650
O 4.195 -0.318 -0.482 -0.560
O 2.571 -0.730 1.002 -0.337
H 2.111 -2.609 2.935 0.392
H 0.580 -1.776 2.479 0.192
H 1.481 -1.525 4.051 0.393
H 1.932 0.472 2.423 -0.532
H 4.074 -1.527 3.226 0.286
H 4.036 0.294 3.564 0.329
F -3.359 -1.211 -4.754 -0.294
C -2.817 -2.305 -4.149 0.044
C -2.449 -2.181 -2.825 0.013
C -1.805 -3.210 -2.151 -0.478
C -1.603 -4.394 -2.862 -0.260
C -2.045 -4.609 -4.155 -0.703
C -2.645 -3.526 -4.791 -0.120
H -2.627 -1.218 -2.364 0.295
H -1.447 -3.045 -1.146 0.370
H -1.032 -5.161 -2.354 0.335
H -1.920 -5.546 -4.676 0.412
H -3.010 -3.573 -5.809 0.397
C -1.703 1.223 3.925 0.366
Br -2.960 2.371 4.985 -0.065
Br -1.789 -0.657 4.573 -0.033
Br 0.127 1.992 3.760 0.042
H -2.086 1.192 2.911 -0.292
```

Summary:
Net charge = +1

***

no.,LUMO level (eV)
1,0.8710
2,-7.4043